1.
16
Properties=species:S:1:pos:R:3:forces:R:3 method="wB97M-V/def2-TZVPD" homo_lumo_gap_ev=10.0 e_tot_ev=-8867.1492 spin_multiplicity=1 homo_energy_ev=-9.094 de_lowest_kcal_mol=47.6
C 0.781 0.185 1.012 0.7 -1.1 1.2
N 0.594 -0.964 0.111 -2.1 -0.5 0.9
C 1.422 -1.062 -1.003 -0.5 0.5 -0.9
O 2.240 -1.924 -1.144 0.2 0.6 -0.3
C -0.889 -0.853 -0.312 2.4 0.1 0.5
C -1.065 0.665 -0.447 -1.9 -1.0 -0.8
C -0.371 1.121 0.841 -1.0 2.6 -1.1
H 1.725 0.644 0.746 0.3 0.2 0.4
H 0.768 -0.132 2.100 0.6 0.0 -1.2
H 1.136 -0.271 -1.789 0.8 -0.9 0.2
H -1.373 -1.175 0.595 -0.6 -0.1 0.2
H -1.096 -1.607 -1.073 -0.1 0.6 -0.3
H -2.141 0.877 -0.616 0.3 0.2 0.9
H -0.684 1.098 -1.386 0.7 -0.3 0.5
H -0.047 2.147 0.627 0.3 -0.1 0.3
H -1.000 1.251 1.739 0.0 -0.6 -0.6



2.
14
Properties=species:S:1:pos:R:3:forces:R:3 method="wB97M-V/def2-TZVPD" homo_lumo_gap_ev=10.4 e_tot_ev=-9845.2849 spin_multiplicity=1 homo_energy_ev=-9.509 de_lowest_kcal_mol=46.0
O -0.598 -0.476 1.459 -0.1 -0.3 0.4
C -0.916 0.010 0.159 -0.1 -0.1 0.1
C -0.231 1.371 0.035 -0.3 0.0 0.0
O 1.153 1.167 0.371 -0.3 -0.4 0.4
C 1.592 -0.100 0.183 0.4 0.0 -0.6
N 1.126 -1.016 -0.570 0.0 0.1 1.0
C -0.291 -0.884 -0.905 -0.2 0.1 -0.3
H -0.148 -1.320 1.348 0.0 0.0 0.2
H -2.004 0.015 0.193 -0.1 0.5 -0.9
H -0.259 1.803 -0.968 -0.3 -0.2 -0.1
H -0.679 2.096 0.720 0.4 -0.1 0.1
H 2.456 -0.296 0.810 0.4 0.2 -0.4
H -0.453 -0.489 -1.909 0.0 0.2 0.0
H -0.748 -1.881 -0.925 0.2 0.1 0.2



3.
57
Properties=species:S:1:pos:R:3:forces:R:3 method="wB97M-V/def2-TZVPD" homo_lumo_gap_ev=6.3 e_tot_ev=-54359.7026 spin_multiplicity=1 homo_energy_ev=-8.078
C 5.479 1.626 0.128 -0.6 -0.3 0.2
C 3.956 1.905 0.698 0.1 -1.0 0.0
C 3.025 0.657 0.088 1.7 -0.2 0.6
O 1.595 1.031 -0.053 -0.3 -2.0 0.2
C 0.787 -0.167 -0.304 1.1 -1.7 -0.3
C -0.054 -0.357 -1.689 0.1 -1.1 2.3
C -0.932 0.825 -2.359 -0.5 0.3 -0.2
C -1.317 2.100 -1.419 -6.9 1.2 1.8
O -2.640 2.268 -1.140 8.0 -0.7 -1.5
O -0.415 3.134 -0.892 -2.8 -1.0 -0.5
C -1.133 4.321 -0.407 -0.7 6.5 -4.2
C -1.874 4.495 1.047 -0.8 -1.0 -0.3
O -1.139 5.406 -1.232 0.3 -7.6 5.6
C -0.775 -1.798 -1.256 0.3 2.3 0.4
C -1.332 -2.793 -2.434 -0.6 -1.0 1.3
C -2.944 -2.582 -2.754 -0.2 -0.3 -0.7
F -3.803 -2.563 -1.545 2.1 -0.1 -2.3
N -0.761 -1.968 0.135 -0.9 -0.8 -3.7
C -1.331 -3.249 0.779 0.5 0.5 2.5
C -0.170 -4.437 0.839 4.2 -4.0 -5.6
O 0.376 -4.998 -0.266 -4.2 4.3 8.2
F 0.400 -4.940 2.143 -2.3 2.0 -3.7
C -0.159 -0.793 0.904 2.1 0.1 1.2
C 0.878 -1.424 2.017 0.7 -1.2 0.5
N 1.550 -0.409 2.912 -1.8 0.4 0.5
C -1.104 0.181 1.798 -1.1 0.1 0.6
C -2.676 0.276 1.383 -4.3 -1.5 -4.2
O -3.298 -0.292 0.352 4.7 3.2 6.5
O -3.556 1.066 2.310 2.5 -0.3 -2.3
H 5.667 0.447 0.155 -0.3 2.6 0.1
H 5.576 1.959 -0.993 -0.1 -0.5 2.3
H 6.240 2.169 0.833 -1.3 -1.1 -1.6
H 4.025 1.806 1.885 -0.4 0.2 -2.6
H 3.523 2.959 0.433 0.9 -2.1 0.3
H 3.197 -0.236 0.859 -0.7 1.8 -1.5
H 3.467 0.248 -0.943 -1.1 1.2 2.0
H 1.614 -1.023 -0.412 -2.0 1.5 0.2
H 0.770 -0.581 -2.523 -1.4 0.1 0.7
H -1.947 0.338 -2.754 2.0 1.5 1.3
H -0.382 1.206 -3.348 -0.7 -0.9 2.4
H -3.000 4.824 0.822 2.6 -0.7 0.2
H -1.408 5.344 1.722 -0.6 -1.9 -1.7
H -1.945 3.447 1.614 0.4 2.4 -1.2
H -0.769 -2.679 -3.466 -0.9 0.3 2.4
H -1.175 -3.922 -2.077 -0.3 2.5 -0.7
H -3.268 -3.534 -3.384 0.6 2.1 1.4
H -3.159 -1.608 -3.410 0.5 -2.1 1.8
H -2.337 -3.599 0.294 2.3 0.6 0.6
H -1.537 -2.953 1.918 0.3 -0.7 -2.6
H 0.350 -2.207 2.747 0.9 1.7 -1.6
H 1.758 -2.048 1.505 -2.1 1.3 0.7
H 1.008 -0.295 3.821 1.0 -0.3 -1.6
H 1.567 0.552 2.509 0.1 -1.2 0.0
H -1.079 -0.230 2.919 -0.3 0.9 -2.4
H -0.650 1.282 1.878 -1.0 -2.4 -0.5
H -3.819 1.914 1.839 0.4 -1.7 0.4
Cl 1.081 -0.098 -4.225 1.0 -0.4 -1.6



4.
43
Properties=species:S:1:pos:R:3:forces:R:3 method="wB97M-V/def2-TZVPD" homo_lumo_gap_ev=7.5 e_tot_ev=-107086.4795 spin_multiplicity=1 homo_energy_ev=-8.517
C -3.567 0.470 -4.143 0.2 -0.2 0.4
C -3.208 -0.215 -3.011 -0.2 0.6 -0.6
C -2.213 0.411 -2.108 1.6 -1.2 -0.6
C -2.571 1.549 -1.398 -0.4 0.4 0.0
C -1.709 2.204 -0.525 0.1 -0.4 0.5
P -2.268 3.734 0.336 0.2 1.0 -0.8
O -3.889 3.651 0.081 0.4 -0.5 0.5
I -1.985 3.186 2.715 -0.2 -0.3 0.1
C -0.431 1.666 -0.352 -0.2 -0.2 -0.3
C -0.049 0.528 -1.063 0.4 -0.2 0.3
C -0.925 -0.114 -1.936 0.1 0.5 -0.2
S -0.475 -1.608 -2.789 -0.1 -0.4 0.1
C 1.360 0.031 -0.817 -0.5 0.1 0.2
O 2.066 -0.335 -1.714 0.4 -0.1 -0.3
C 1.796 0.110 0.613 -0.1 0.0 0.4
C 1.395 1.255 1.309 0.0 -0.2 -0.2
C 1.717 1.438 2.641 0.2 0.1 0.5
C 2.440 0.466 3.315 -0.2 -0.1 -0.6
C 2.826 -0.681 2.629 0.0 0.3 0.4
C 2.529 -0.874 1.285 0.1 -0.1 -0.2
C 2.988 -2.169 0.643 0.5 0.2 0.5
C 4.047 -2.036 -0.446 -0.6 -0.1 -0.5
F 1.866 -2.856 0.188 0.0 -0.1 -0.2
C 0.578 2.259 0.571 0.1 -0.4 0.0
O 0.721 3.445 0.701 -0.2 0.6 0.2
H -4.557 0.876 -4.328 -0.5 -1.7 -0.9
H -2.799 0.677 -4.887 0.3 1.7 0.8
H -3.632 -1.184 -2.754 -1.1 0.7 0.9
H -3.570 1.946 -1.519 0.0 -0.1 -0.2
H -4.232 2.796 0.382 -0.3 0.1 -0.1
H -0.183 -1.126 -4.009 -0.1 0.2 0.2
H 1.399 2.315 3.188 -0.1 0.2 -0.3
H 2.675 0.600 4.360 0.0 -0.1 0.1
H 3.362 -1.436 3.190 0.0 -0.2 -0.2
H 3.415 -2.772 1.446 -0.2 -0.1 0.1
H 4.843 -2.768 -0.345 0.1 0.1 0.2
H 3.557 -2.233 -1.398 0.0 0.0 -0.1
H 4.417 -1.018 -0.513 0.3 0.0 0.1
C -1.545 -2.440 2.092 0.0 0.0 0.0
Cl -0.850 -0.977 2.796 0.0 0.0 0.0
Cl -3.247 -2.560 2.559 0.0 0.0 0.0
Cl -1.426 -2.361 0.332 0.0 -0.1 0.1
Cl -0.670 -3.856 2.682 0.0 0.0 0.0



5.
255
Properties=species:S:1:pos:R:3:forces:R:3 method="wB97M-V/def2-TZVPD" homo_lumo_gap_ev=9.3 e_tot_ev=-117948.1186 spin_multiplicity=1 homo_energy_ev=-8.667 de_lowest_kcal_mol=138.1
C 6.082 1.371 3.509 1.6 0.8 -0.9
C 7.564 1.149 3.105 1.0 0.6 1.0
C 7.851 0.927 1.642 0.0 1.7 -0.7
O 6.943 0.027 1.116 -0.3 -0.7 -1.4
C 7.062 -0.139 -0.328 -0.5 -0.2 1.0
N 8.444 2.276 3.528 -0.6 0.3 -1.2
H 5.514 0.536 3.159 -0.6 -0.4 0.1
H 5.782 2.282 2.911 -0.1 -0.7 1.0
H 6.038 1.506 4.612 -0.2 0.1 -0.8
H 8.044 0.295 3.546 -0.4 -0.7 1.0
H 8.883 0.576 1.434 -0.3 0.3 0.4
H 7.743 1.952 1.201 0.1 -0.6 -0.4
H 6.625 -1.129 -0.527 -0.2 0.5 -0.1
H 8.108 -0.230 -0.658 -0.1 0.4 0.2
H 6.507 0.689 -0.819 0.4 -0.6 0.0
H 8.021 3.156 3.229 0.1 -0.1 -0.6
H 8.403 2.425 4.505 0.1 -0.5 1.4
C 0.679 -4.383 -3.684 1.9 -1.4 -0.9
C 0.057 -3.123 -4.230 2.1 0.9 0.3
C -0.922 -3.367 -5.314 -1.4 -0.1 0.7
O -1.559 -2.180 -5.706 -0.1 0.0 0.2
C -2.444 -2.407 -6.803 1.5 0.5 0.3
N -0.346 -2.317 -3.100 -0.9 0.8 -0.2
H 1.760 -4.178 -3.419 -1.4 -0.2 0.1
H 0.779 -5.198 -4.476 -0.5 0.8 0.9
H 0.158 -4.772 -2.801 0.1 0.1 -0.3
H 0.895 -2.545 -4.720 -0.7 -0.4 0.4
H -1.711 -4.089 -4.995 0.5 0.0 -0.3
H -0.315 -3.721 -6.110 0.2 -0.9 -1.2
H -2.981 -1.483 -6.812 -0.5 0.4 -0.8
H -3.122 -3.214 -6.573 -0.2 -0.5 -0.2
H -1.812 -2.571 -7.711 -0.9 0.0 0.4
H -1.189 -2.722 -2.697 0.1 -0.1 0.2
H -0.693 -1.432 -3.487 0.2 -0.1 0.3
C 2.693 -2.160 7.289 0.3 -0.2 -0.6
C 1.337 -1.799 6.673 0.1 -1.3 -0.3
C 1.502 -0.957 5.445 0.9 -0.1 -0.2
O 2.041 0.290 5.828 1.0 0.9 -0.5
C 2.781 1.051 4.839 -0.9 -1.3 -1.5
N 0.623 -3.088 6.236 0.2 1.1 1.8
H 3.342 -2.732 6.565 -0.8 0.4 0.5
H 2.500 -2.803 8.147 0.3 0.1 0.2
H 3.257 -1.269 7.564 -0.1 0.0 0.3
H 0.730 -1.194 7.417 0.4 -1.1 -0.8
H 0.563 -0.875 4.962 -1.3 0.6 -0.4
H 2.113 -1.503 4.713 0.5 0.2 0.1
H 2.200 1.877 4.436 -0.4 0.3 0.4
H 2.972 0.448 3.907 0.0 0.1 1.0
H 3.730 1.449 5.175 0.0 -0.2 0.7
H 0.543 -3.584 7.139 -0.2 0.0 -0.7
H 1.188 -3.737 5.651 0.1 0.8 0.4
C 0.267 5.568 -1.151 0.7 0.8 0.3
C 1.596 4.838 -1.214 -0.7 -1.4 1.4
C 2.485 5.095 -0.031 0.7 0.8 -0.4
O 2.747 6.498 -0.020 0.2 -0.9 0.4
C 3.866 6.820 0.786 -0.8 0.2 -0.3
N 1.448 3.348 -1.219 -0.2 0.6 0.4
H -0.176 5.605 -0.164 -0.1 -0.3 0.2
H -0.327 5.020 -1.831 -1.3 -0.3 -0.7
H 0.354 6.604 -1.492 0.1 -0.2 0.0
H 2.053 5.199 -2.105 0.9 -0.2 -0.9
H 3.410 4.498 -0.094 0.1 0.3 -0.3
H 2.027 4.745 0.894 -0.4 0.2 0.3
H 3.758 6.417 1.795 0.0 0.1 0.2
H 3.870 7.899 0.781 0.3 0.3 0.3
H 4.783 6.443 0.354 0.4 -0.2 -0.2
H 0.822 3.043 -1.979 0.2 0.2 0.9
H 1.120 3.031 -0.268 0.1 0.3 -1.6
C -1.160 -2.822 3.296 -0.5 0.3 -0.6
C -2.204 -3.657 4.055 1.0 0.8 2.1
C -1.546 -4.911 4.616 -0.1 -0.3 -1.1
O -0.984 -5.782 3.569 0.0 1.3 3.0
C -1.939 -6.085 2.656 -1.3 -1.3 -2.3
N -2.717 -3.044 5.313 -1.3 1.0 -1.0
H -1.723 -2.333 2.474 0.7 0.4 0.5
H -0.451 -3.458 2.804 0.4 -0.7 -0.4
H -0.515 -2.151 3.902 -1.0 -0.2 -0.2
H -3.066 -3.805 3.442 -0.5 -0.4 -0.5
H -2.222 -5.448 5.288 -0.2 -0.3 -0.4
H -0.770 -4.494 5.235 0.7 -0.4 0.0
H -2.123 -5.297 1.924 0.2 0.3 -0.1
H -2.969 -6.336 3.008 0.8 -0.1 0.4
H -1.543 -6.943 2.088 -0.4 0.2 0.1
H -1.984 -2.824 5.945 1.2 -0.2 0.5
H -3.095 -2.105 5.129 0.0 -0.7 -0.2
C 5.089 2.152 -4.536 0.3 -0.4 1.4
C 4.003 2.382 -3.498 -0.1 0.0 0.1
C 2.831 1.400 -3.507 0.3 0.4 -1.4
O 2.234 1.476 -4.813 -0.4 1.2 -0.6
C 1.370 0.398 -5.187 0.5 1.5 0.7
N 4.614 2.448 -2.173 -0.7 -0.2 1.0
H 4.702 2.174 -5.521 -0.3 0.0 -1.0
H 5.685 1.236 -4.349 -0.6 0.2 -0.1
H 5.779 2.966 -4.359 0.4 0.4 -0.5
H 3.531 3.339 -3.667 -0.2 0.6 -0.7
H 2.170 1.648 -2.690 -0.4 0.0 0.1
H 3.178 0.408 -3.408 0.6 -1.4 0.5
H 0.991 0.419 -6.206 0.5 0.6 -0.2
H 0.513 0.425 -4.550 -0.8 -0.5 0.7
H 1.982 -0.437 -5.046 0.3 -2.1 0.2
H 5.348 3.148 -2.128 0.0 -0.1 -0.3
H 3.882 2.811 -1.549 0.3 -0.4 0.0
C 5.363 -5.651 -3.638 2.4 -0.5 2.2
C 4.973 -5.587 -2.121 -0.6 0.6 -1.7
C 4.746 -4.099 -1.784 1.8 0.5 -0.1
O 3.763 -3.684 -2.714 -0.1 0.1 0.9
C 3.760 -2.317 -2.963 -0.1 1.3 -0.9
N 3.786 -6.440 -2.048 -1.8 1.2 -0.2
H 6.086 -6.490 -3.786 -0.7 0.6 -0.1
H 5.846 -4.724 -3.892 0.4 0.3 -0.4
H 4.513 -5.765 -4.228 -1.4 -0.3 -1.0
H 5.747 -5.971 -1.495 0.6 -0.4 0.4
H 5.754 -3.457 -1.889 -1.9 -1.4 -0.1
H 4.441 -3.925 -0.741 -0.2 -0.1 -0.2
H 2.759 -1.961 -3.245 0.0 -0.5 -0.2
H 4.443 -2.129 -3.834 -0.3 0.3 0.8
H 3.961 -1.660 -2.094 0.6 -0.5 -0.2
H 3.035 -5.926 -2.604 1.3 -1.0 0.7
H 3.370 -6.434 -1.118 0.3 0.0 0.2
C -3.195 1.064 -3.306 1.3 1.9 -1.1
C -4.286 0.108 -3.150 -0.5 -2.3 0.5
C -5.382 0.331 -4.106 -2.2 0.9 -2.0
O -6.026 1.577 -3.856 1.0 0.3 0.7
C -7.074 2.041 -4.643 0.3 0.1 -1.5
N -3.771 -1.270 -3.411 -0.5 -0.2 1.5
H -2.536 0.760 -4.145 -0.4 0.2 0.0
H -2.509 1.159 -2.485 0.1 0.0 0.8
H -3.606 2.076 -3.547 0.4 -0.7 0.2
H -4.795 0.149 -2.145 0.8 -0.1 -0.6
H -6.123 -0.435 -3.923 -0.4 -0.6 -0.1
H -5.097 0.264 -5.190 0.2 0.1 0.8
H -6.891 2.034 -5.732 0.7 -0.2 0.0
H -7.180 3.112 -4.434 -0.6 -0.5 0.4
H -7.958 1.413 -4.599 -0.6 0.2 0.8
H -3.099 -1.381 -4.134 0.8 0.6 -0.7
H -4.450 -1.999 -3.590 -0.5 0.3 0.3
C 3.859 -4.604 3.510 0.0 1.8 0.4
C 2.361 -4.708 3.289 0.6 -0.8 -0.5
C 1.978 -5.539 2.046 0.0 0.7 -1.2
O 2.474 -5.028 0.792 0.4 0.1 0.4
C 1.753 -3.963 0.160 -1.0 -2.0 0.6
N 1.724 -5.281 4.461 1.6 -1.7 0.6
H 4.473 -5.465 3.640 -0.1 -1.2 -0.1
H 4.017 -4.012 4.430 -0.1 -0.1 -0.2
H 4.293 -4.011 2.710 0.1 -0.1 -0.2
H 2.036 -3.671 3.189 -0.4 0.1 -0.3
H 0.895 -5.535 1.940 -0.3 -0.3 0.3
H 2.340 -6.590 2.068 -0.1 0.6 0.4
H 0.707 -4.314 -0.081 1.0 0.3 -0.3
H 2.367 -3.731 -0.682 -0.2 0.3 -0.9
H 1.612 -3.103 0.763 0.2 1.0 1.0
H 0.829 -5.631 4.191 -0.9 -0.1 -0.2
H 2.257 -6.174 4.654 -0.7 1.3 0.1
C -5.391 -3.542 -0.607 0.1 0.1 -0.6
C -3.955 -3.507 -0.188 1.7 -1.6 2.4
C -2.921 -4.227 -1.031 -1.2 -1.7 -1.9
O -2.770 -5.606 -0.624 -1.3 1.4 -0.5
C -1.600 -6.081 -1.165 0.8 -2.2 -0.8
N -3.507 -2.134 0.097 -0.7 0.2 -1.3
H -5.862 -2.945 0.139 -0.9 0.5 0.4
H -5.957 -4.478 -0.743 0.8 0.1 0.2
H -5.409 -3.001 -1.545 -0.4 0.2 -0.4
H -3.794 -4.044 0.820 -0.7 0.6 -1.2
H -1.960 -3.785 -0.960 1.1 0.8 0.5
H -3.130 -4.241 -2.158 -0.1 0.2 1.2
H -0.773 -5.600 -0.633 0.4 -0.3 -0.4
H -1.474 -6.030 -2.295 -0.4 0.6 1.1
H -1.615 -7.185 -1.009 0.4 0.7 0.3
H -3.558 -1.614 -0.814 0.5 -0.4 1.1
H -2.536 -2.249 0.384 -0.1 0.6 -0.2
C -4.294 3.987 -1.262 -1.0 1.1 -0.6
C -4.505 4.039 0.247 -1.9 0.3 -1.8
C -5.736 4.875 0.649 -0.6 0.4 -1.8
O -5.766 6.146 -0.102 0.4 -1.0 1.2
C -6.717 7.080 0.365 -0.4 -0.4 -0.6
N -4.685 2.758 0.821 0.7 -1.6 1.4
H -5.115 3.460 -1.782 0.3 -0.1 0.3
H -3.342 3.604 -1.608 0.2 -0.3 0.3
H -4.367 5.016 -1.632 0.1 -0.1 -0.1
H -3.708 4.559 0.645 2.1 0.7 1.2
H -5.768 4.949 1.741 0.0 0.5 -0.4
H -6.623 4.304 0.343 -0.1 0.0 0.1
H -7.758 6.797 0.097 0.5 0.0 0.1
H -6.503 8.049 -0.087 0.1 -0.1 -0.1
H -6.657 7.185 1.431 0.0 0.1 0.8
H -3.798 2.319 1.103 -0.6 0.2 -0.3
H -5.175 2.116 0.205 0.1 0.2 0.0
C 0.126 0.226 -0.772 -0.2 -0.3 -0.9
C 0.700 -0.285 0.540 -1.0 1.2 -0.7
C 2.219 -0.316 0.399 -0.1 -1.5 0.4
O 2.648 -0.797 1.674 1.3 -1.0 -0.2
C 4.025 -1.284 1.638 -1.3 1.3 1.0
N 0.291 0.591 1.641 -1.6 0.5 1.2
H 0.451 1.239 -0.991 0.3 -0.1 0.1
H -0.978 0.295 -0.766 0.3 -0.4 0.1
H 0.471 -0.450 -1.601 -0.5 0.6 0.6
H 0.278 -1.283 0.680 0.5 -0.4 0.0
H 2.715 0.651 0.216 -0.5 -0.1 -0.2
H 2.483 -1.055 -0.454 -0.2 1.0 1.2
H 4.253 -1.744 2.626 -0.1 0.6 -0.6
H 4.653 -0.408 1.404 0.2 -0.7 0.1
H 4.098 -2.046 0.893 0.2 -0.6 -0.7
H -0.795 0.731 1.845 3.0 -0.8 -0.9
H 0.760 0.267 2.502 -0.6 0.3 -0.5
C -0.840 5.505 2.681 2.2 1.5 0.1
C -1.425 6.242 3.899 0.8 -0.5 -0.2
C -2.929 6.148 3.844 0.3 -0.1 3.0
O -3.319 4.821 4.106 -0.9 -1.0 -0.1
C -4.768 4.664 4.152 1.2 1.1 1.4
N -0.790 5.747 5.155 -1.2 1.6 1.2
H 0.240 5.185 2.926 -1.7 0.3 -0.5
H -0.792 6.231 1.820 -0.1 -0.9 0.7
H -1.452 4.663 2.423 -0.1 -0.5 -0.2
H -1.230 7.321 3.899 0.3 -0.2 -0.5
H -3.313 6.497 2.917 -0.5 0.5 -0.9
H -3.233 6.760 4.730 -0.5 0.0 -0.8
H -5.005 3.589 4.086 0.0 0.7 -0.5
H -5.108 5.353 3.377 -0.7 -0.7 0.0
H -5.158 5.052 5.147 0.4 -0.4 -1.0
H -0.961 6.502 5.886 0.5 -1.1 -1.2
H -1.356 4.993 5.539 0.1 -0.3 -0.3
C -3.574 -0.209 3.282 -1.2 -2.5 0.3
C -3.445 1.184 3.720 0.9 1.2 0.5
C -3.247 1.319 5.232 2.4 -0.1 -0.3
O -1.949 0.708 5.528 -0.9 0.9 -0.6
C -1.333 1.214 6.675 -0.3 -0.8 1.6
N -2.351 1.846 2.951 -0.7 0.1 0.2
H -3.846 -0.356 2.244 0.0 0.3 -0.3
H -4.309 -0.837 3.859 0.2 0.9 -0.3
H -2.672 -0.766 3.431 0.9 0.0 0.0
H -4.313 1.755 3.481 -1.0 0.2 -0.3
H -3.935 0.758 5.822 -1.1 -0.1 0.4
H -3.171 2.378 5.532 -0.4 -0.2 -0.1
H -0.361 0.713 6.655 0.2 0.8 0.3
H -1.847 0.891 7.625 0.2 -0.1 -0.7
H -1.329 2.317 6.818 0.4 -0.4 -0.9
H -1.476 1.763 3.453 0.1 -0.1 0.2
H -2.583 2.836 2.934 0.3 0.0 0.0
C -3.577 1.207 -7.477 -0.3 1.7 -0.5
C -2.322 1.792 -8.141 -2.4 1.1 2.5
C -1.465 2.346 -7.012 0.4 -0.1 0.7
O -1.974 3.381 -6.180 -0.8 0.0 -0.6
C -0.920 3.938 -5.415 -0.7 0.0 0.8
N -1.631 0.773 -8.828 1.6 -0.6 -0.9
H -3.258 0.430 -6.845 0.0 -1.2 0.7
H -4.345 0.974 -8.182 -0.2 -1.0 -0.8
H -4.129 1.941 -6.889 0.5 0.4 0.4
H -2.685 2.641 -8.696 0.2 0.5 -0.8
H -0.556 2.673 -7.452 1.3 0.6 -0.6
H -1.169 1.582 -6.311 0.1 -1.1 0.1
H -0.288 4.501 -6.121 0.3 -0.2 0.7
H -0.413 3.154 -4.816 0.4 0.1 -0.7
H -1.348 4.572 -4.602 0.1 0.0 -1.0
H -2.033 0.547 -9.726 -0.4 0.0 0.0
H -0.682 1.072 -9.057 -0.1 -0.1 0.2



6.
22
Properties=species:S:1:pos:R:3:forces:R:3 method="wB97M-V/def2-TZVPD" total_charge=-1 homo_lumo_gap_ev=9.9 e_tot_ev=-17280.3145 spin_multiplicity=1 homo_energy_ev=-6.680 de_lowest_kcal_mol=14.3
F -0.340 -0.004 -0.076 0.5 1.0 -0.4
O 2.519 -1.014 0.940 0.5 -0.4 0.7
H 2.671 -1.593 0.192 -0.3 0.2 -0.3
H 2.210 -0.170 0.609 0.1 0.1 -0.2
O 0.948 -0.459 -2.405 0.0 1.5 0.4
H 1.033 0.492 -2.627 0.2 -0.8 -0.5
H 0.582 -0.296 -1.505 -0.1 -0.9 -0.1
O -0.852 0.326 2.422 -0.2 0.2 1.3
H -1.277 1.185 2.487 0.1 -0.1 0.0
H -0.617 0.197 1.498 0.1 0.0 -0.6
O -2.154 2.110 -0.169 -0.3 0.3 -1.6
H -1.433 1.491 -0.189 0.7 -1.3 -1.0
H -2.091 2.277 0.735 -0.5 1.0 2.5
O 1.776 1.665 0.162 1.5 2.4 -0.2
H 1.044 1.133 -0.051 -2.2 -1.6 -0.3
H 1.541 2.512 -0.267 0.4 -0.6 0.5
O -0.206 -2.408 0.716 0.6 -2.3 1.3
H -0.322 -1.501 0.451 0.3 0.8 0.2
H 0.364 -2.472 1.520 -0.7 0.7 -1.2
O -2.221 -1.177 -1.423 0.7 0.5 0.2
H -1.678 -1.598 -2.090 -0.1 -0.3 -0.4
H -1.498 -0.696 -0.930 -1.2 -0.3 -0.2